44
Properties=species:S:1:pos:R:3:nbo_charge:R:1 method="wB97M-V/def2-TZVPD" homo_ev="-11.88 / -14.57" orbital_gap_ev="4.2 / 6.9" multiplicity=3 energy_ha=-1297.7077 relative_energy_ev=1.747 total_charge=+2
C -0.691 2.531 -3.514 0.61
C -1.928 3.034 -2.885 -0.75
C 0.604 3.096 -3.120 -0.75
C -0.718 1.373 -4.424 -0.75
Cl -0.718 0.472 -0.898 -0.35
H 0.677 3.876 -3.901 0.32
H 1.479 2.405 -3.242 0.27
H 0.642 3.603 -2.120 0.28
H -2.226 3.757 -3.661 0.31
H -1.757 3.619 -1.945 0.27
H -2.780 2.319 -2.765 0.30
H -0.880 1.928 -5.365 0.32
H -1.558 0.641 -4.320 0.29
H 0.269 0.855 -4.509 0.27
C 0.430 0.410 3.140 -0.21
C 1.510 0.704 2.265 -0.31
C 0.999 1.524 1.203 -0.40
H 2.554 0.501 2.455 0.26
C -0.377 1.800 1.511 -0.13
C -0.729 1.076 2.670 -0.31
H -1.680 1.143 3.199 0.25
H 0.528 -0.158 4.071 0.27
H 1.612 2.032 0.465 0.25
H -1.037 2.437 0.941 0.25
C 0.894 -2.638 -0.347 -0.29
C 1.787 -2.316 0.748 -0.36
C 2.497 -1.124 0.387 -0.24
H 1.987 -2.962 1.601 0.28
C 2.027 -0.692 -0.894 -0.29
C 1.093 -1.662 -1.365 -0.15
H 0.580 -1.654 -2.307 0.26
H 0.298 -3.542 -0.436 0.27
H 3.262 -0.658 0.981 0.27
H 2.339 0.215 -1.403 0.26
W 0.294 -0.629 0.740 1.19
N -1.123 -3.959 3.178 -0.48
C -1.819 -2.937 3.837 -0.06
C -1.687 -1.843 3.021 -0.06
N -0.863 -2.130 1.913 -0.58
C -0.582 -3.457 2.051 0.23
H -0.904 -4.908 3.513 0.46
H -2.217 -3.097 4.846 0.26
H -2.113 -0.887 3.265 0.24
H 0.025 -4.099 1.419 0.23